(1)
Computed, not measured: the ion C3H10NS with charge +1 in a non-equilibrium geometry, with ωB97M-V with the def2-TZVPD basis set.

## Properties
E_HOMO = -14.227 eV
gap between HOMO and LUMO = 11.06 eV
LUMO = -3.2 eV
charge = +1
DFT total energy = -572.9746 hartree
energy above the lowest of the compared OMol25 structures with the same formula, charge and spin = 0.668 eV

Element x y z (Å)
C 0.444299 -0.468191 -1.199794
N 0.594137 -1.835276 -1.320211
H 1.247053 0.147372 -1.579064
H -0.562251 -0.133775 -1.389854
H 1.503616 -2.175400 -1.599008
H -0.161722 -2.357590 -1.728108
C 0.496644 1.849278 0.681707
S 0.546689 0.032744 0.753145
C -1.133725 -0.322054 1.273667
H 0.255971 2.197877 1.677524
H -0.308534 2.128220 0.004375
H 1.453606 2.175614 0.275353
H -1.152328 -1.335852 1.651689
H -1.383735 0.386125 2.061111
H -1.839718 -0.289091 0.437469

Force components x, y, z for each atom (eV/Å):
0.048 -0.469 1.248
0.324 0.103 -0.318
0.002 0.174 -0.247
-0.100 0.323 -0.424
-0.114 0.025 0.084
-0.131 0.002 0.099
-0.327 -0.763 -0.629
0.012 0.235 -0.412
-0.117 -0.259 -0.227
0.349 0.209 0.145
-0.004 0.120 -0.046
-0.051 0.162 0.366
0.082 -0.125 0.256
-0.128 -0.103 -0.032
0.154 0.367 0.135

(2)
Computed, not measured: a cluster of 2 separate species, C3H10NS in total, with ωB97M-V with the def2-TZVPD basis set.

## Properties
E_HOMO = -10.523 eV
gap between HOMO and LUMO = 4.33 eV
LUMO = -6.2 eV
charge = +1
DFT total energy = -572.9336 hartree
energy above the lowest of the compared OMol25 structures with the same formula, charge and spin = 1.785 eV

Element x y z (Å)
C 1.690908 -5.760219 0.724412
N 1.997985 -5.908997 -0.499364
H 2.341239 -6.138693 1.487512
H 0.761239 -5.280821 1.006169
H 1.433372 -5.525394 -1.236858
H 2.813306 -6.447200 -0.777125
C -1.300295 4.941726 -0.380304
C -1.114960 3.427921 -0.360438
S -1.873114 2.716520 1.160574
H -1.461862 5.285732 -1.389217
H -0.477723 5.511104 0.042321
H -2.179626 5.189199 0.217761
H -1.641077 2.982862 -1.177868
H -0.076622 3.137984 -0.349924
H -0.912770 1.868276 1.532351

Force components x, y, z for each atom (eV/Å):
-0.298 -0.001 -0.189
0.181 -0.206 0.464
0.270 -0.270 0.267
0.056 0.232 -0.113
-0.377 0.089 -0.399
0.164 0.155 -0.028
-0.306 -0.077 0.415
-0.049 0.208 0.965
-0.108 0.157 0.049
-0.051 0.175 -0.363
0.203 -0.195 0.104
-0.057 0.168 -0.198
-0.056 -0.306 -0.594
0.266 -0.101 -0.274
0.164 -0.026 -0.106

(3)
Computed, not measured: a cluster of 2 separate species, C3H10NS2 in total, with ωB97M-V with the def2-TZVPD basis set.

## Properties
E_HOMO = -12.909 eV
gap between HOMO and LUMO = 9.49 eV
LUMO = -3.4 eV
charge = +1
DFT total energy = -971.1559 hartree
energy above the lowest of the compared OMol25 structures with the same formula, charge and spin = 1.050 eV

Element x y z (Å)
C 1.289748 0.749839 1.273864
S -0.023784 1.359186 0.166924
S 0.973965 1.542713 -1.621146
H 1.852472 -0.072013 0.840446
H 0.798106 0.428424 2.193572
H 1.950133 1.580803 1.503440
H 1.650419 2.670759 -1.350874
C -1.419850 -2.581874 0.711331
C -0.307710 -2.732332 1.402179
N -1.556707 -1.548704 -0.337809
H -2.300112 -3.198362 0.811377
H -0.274884 -3.532909 2.125541
H 0.553643 -2.090205 1.302835
H -0.944215 -0.697155 -0.209153
H -1.325551 -1.948085 -1.250066
H -2.525983 -1.220225 -0.379939

Force components x, y, z for each atom (eV/Å):
-0.266 0.201 0.125
0.283 -0.277 0.044
0.011 -0.120 -0.044
-0.017 0.013 -0.138
0.023 0.030 0.010
0.095 -0.050 0.020
-0.101 0.083 0.020
0.324 0.047 0.086
-0.484 0.007 -0.056
0.030 0.104 -0.060
0.009 -0.034 -0.017
0.113 0.006 0.075
0.092 0.030 -0.092
-0.171 -0.118 0.173
-0.089 0.016 -0.081
0.150 0.063 -0.066

(4)
Computed, not measured: a cluster of 2 separate species, C3H10NS2 in total in a non-equilibrium geometry, with ωB97M-V with the def2-TZVPD basis set.

## Properties
E_HOMO (alpha / beta) = -13.371 / -12.176 eV
gap between HOMO and LUMO (alpha / beta) = 8.53 / 7.99 eV
LUMO (alpha / beta) = -4.8 / -4.2 eV
charge = +1
DFT total energy = -971.0050 hartree
energy above the lowest of the compared OMol25 structures with the same formula, charge and spin = 5.158 eV

Element x y z (Å)
C -1.345985 -0.568256 0.529506
C -0.239284 0.446883 0.268448
C 1.120692 -0.164806 0.269848
N -0.527507 1.079474 -1.160293
S 1.243689 -1.746015 -0.565918
S 2.421536 0.970562 0.107372
H -1.743650 -0.630531 1.543432
H -2.251656 -0.441725 -0.116361
H -0.859128 -1.598065 0.309271
H -0.178959 1.364008 0.940880
H 1.460349 -0.739175 2.383783
H -0.179879 2.030809 -1.445831
H -1.555864 1.253181 -1.090723
H -0.297553 0.214092 -1.659263
H 2.447529 -1.994108 0.015560
H 3.091874 0.382372 -0.916079

Force components x, y, z for each atom (eV/Å):
-0.044 -1.699 -0.800
0.249 2.108 1.686
0.217 -1.096 0.267
-1.744 0.240 1.343
0.871 0.422 0.673
0.661 0.344 -0.274
0.459 0.387 0.051
0.793 -0.072 0.351
-1.382 1.566 0.370
-0.487 -1.280 -0.586
-0.417 0.330 -1.012
0.791 -1.653 0.258
0.793 -0.639 -0.655
-0.179 1.044 -1.464
-0.330 -0.099 -0.494
-0.250 0.097 0.286

(5)
Computed, not measured: a structure of composition C3H10NS2 in a non-equilibrium geometry, with ωB97M-V with the def2-TZVPD basis set.

## Properties
E_HOMO = -12.975 eV
gap between HOMO and LUMO = 7.92 eV
LUMO = -5.1 eV
charge = +1
DFT total energy = -971.0704 hartree
energy above the lowest of the compared OMol25 structures with the same formula, charge and spin = 3.378 eV

Element x y z (Å)
C 0.331897 1.323693 0.940625
C 0.411468 0.190819 -0.145209
C -0.641690 -0.914738 -0.000048
N -0.084075 0.839582 -1.452394
S -2.161040 -0.499950 0.487336
S -0.515494 -2.483951 -0.588757
H -0.199972 0.961433 1.912035
H 1.376356 1.633651 1.124898
H -0.134026 2.260838 0.653414
H 1.398551 -0.256108 -0.359029
H 1.714244 -2.260512 1.305417
H -0.366936 0.047277 -2.002236
H 0.361478 1.517741 -2.015297
H -1.097034 1.187772 -1.140791
H -2.627029 -1.665856 -0.119708
H 2.233301 -1.881691 1.399743

Force components x, y, z for each atom (eV/Å):
0.756 -1.240 1.440
-0.390 1.026 0.202
1.725 -2.807 -1.469
-4.442 -0.883 1.941
-2.698 0.597 0.564
1.327 1.530 0.165
1.267 0.577 -1.697
-0.503 -0.305 0.502
-0.502 -0.192 -0.500
-0.468 0.370 0.406
-3.647 -2.684 -0.657
0.256 -0.566 -1.179
1.279 1.091 -0.300
2.461 -0.244 -0.982
-0.167 1.030 0.832
3.745 2.700 0.731

(6)
Computed, not measured: a cluster of 2 separate species, C3H10O in total in a non-equilibrium geometry, with ωB97M-V with the def2-TZVPD basis set.

## Properties
spin multiplicity = 2
<S²> = 0.754
E_HOMO (alpha / beta) = -16.031 / -16.031 eV
gap between HOMO and LUMO (alpha / beta) = 11.97 / 5.40 eV
LUMO (alpha / beta) = -4.1 / -10.6 eV
charge = +1
DFT total energy = -195.1257 hartree
energy above the lowest of the compared OMol25 structures with the same formula, charge and spin = 0.151 eV

Element x y z (Å)
C -1.594000 0.778827 -2.298723
H -0.665519 0.294932 -2.007779
H -2.414639 0.068081 -2.400346
H -1.511045 1.264758 -3.257375
H -1.914928 1.458656 -1.509010
C 1.324632 0.046038 0.911084
O 2.438320 -0.326502 1.745312
C 0.105930 -0.813306 1.194348
H 1.157912 1.087798 1.242504
H 1.733865 -0.092349 -0.088773
H 2.106360 -0.725173 2.586226
H -0.319323 -0.507387 2.152946
H -0.718063 -0.645017 0.498257
H 0.270499 -1.889356 1.231329

Force components x, y, z for each atom (eV/Å):
-0.749 -0.208 0.423
0.044 -0.148 -0.168
0.260 -0.312 0.055
0.279 0.369 -0.095
0.189 0.287 -0.187
0.537 -2.468 0.340
-0.849 0.396 -0.371
-0.824 0.432 0.879
0.065 0.570 -0.349
0.097 0.889 -0.268
0.112 -0.005 0.100
-0.033 -0.140 0.165
0.376 0.275 -0.336
0.493 0.063 -0.188

(7)
Computed, not measured: a cluster of 2 separate species, C3H10O2 in total in a non-equilibrium geometry, with ωB97M-V with the def2-TZVPD basis set.

## Properties
structure (SMILES) = CCCO.O
E_HOMO = -10.536 eV
gap between HOMO and LUMO = 11.26 eV
LUMO = 0.7 eV
charge = 0
DFT total energy = -270.7469 hartree
energy above the lowest of the compared OMol25 structures with the same formula, charge and spin = 0.677 eV

Element x y z (Å)
O -1.599575 -0.258909 0.332459
C 1.575296 0.015376 -1.624449
C -0.827198 -0.107296 -0.753017
C 0.639921 -0.051113 -0.394392
H -2.322168 -0.880099 0.103599
H 2.598278 0.316553 -1.342661
H 1.161063 0.774500 -2.309096
H 1.626721 -0.948744 -2.157769
H -1.159373 0.733240 -1.392234
H -1.023315 -1.047144 -1.304094
H 1.084470 -0.928787 0.113052
H 0.941325 0.852313 0.169896
O -0.965153 0.333635 3.873644
H -0.508622 1.188614 3.703794
H -1.221672 0.007861 2.981269

Force components x, y, z for each atom (eV/Å):
-2.879 -0.489 3.081
-0.591 0.362 -0.598
1.374 -1.304 -2.504
2.310 0.342 -0.471
0.623 0.815 0.550
-0.468 -0.165 -0.077
0.435 -0.237 -0.068
-0.046 0.376 0.147
0.421 -0.048 0.198
0.740 0.485 -0.806
-1.179 0.286 0.471
-0.738 -0.417 0.198
0.224 0.552 -0.988
-0.527 -0.962 0.110
0.300 0.404 0.757

(8)
Computed, not measured: a cluster of 2 separate species, C3H10O2 in total in a non-equilibrium geometry, with ωB97M-V with the def2-TZVPD basis set.

## Properties
structure (SMILES) = CCO.CO
E_HOMO = -10.192 eV
gap between HOMO and LUMO = 11.13 eV
LUMO = 0.9 eV
charge = 0
DFT total energy = -270.7176 hartree
energy above the lowest of the compared OMol25 structures with the same formula, charge and spin = 1.476 eV

Element x y z (Å)
C -0.351029 -2.192394 1.258311
O -0.120358 -2.167820 2.627819
H -0.654566 -3.115257 0.925903
H -1.247006 -1.563366 1.177320
H 0.433913 -1.824388 0.685660
H 0.108724 -3.109499 2.827718
C -0.426257 1.468557 -1.058435
O -0.693436 2.784511 -0.618503
C 1.069651 1.078495 -0.966583
H -1.046904 0.840524 -0.367405
H -0.622661 1.365239 -2.173070
H -0.788947 3.491190 -1.274186
H 1.510457 1.497510 -0.085337
H 1.261423 0.009143 -1.094916
H 1.566997 1.437555 -1.864300

Force components x, y, z for each atom (eV/Å):
-2.394 2.234 0.900
1.156 -2.221 1.421
-0.491 -2.435 -0.899
0.271 0.206 -0.794
1.552 0.762 -1.035
-0.095 1.462 0.404
0.356 -0.548 -1.025
0.046 0.779 0.497
-0.610 0.074 -0.957
0.417 0.202 -1.087
-0.699 -0.197 1.421
0.267 -0.876 -0.131
0.418 -0.023 0.515
-0.430 -0.109 0.672
0.237 0.690 0.098

(9)
Computed, not measured: a cluster of 2 separate species, C3H10O2S in total in a non-equilibrium geometry, with ωB97M-V with the def2-TZVPD basis set.

## Properties
structure (SMILES) = OCCCS.O
E_HOMO = -9.065 eV
gap between HOMO and LUMO = 9.75 eV
LUMO = 0.7 eV
charge = 0
DFT total energy = -668.9337 hartree
energy above the lowest of the compared OMol25 structures with the same formula, charge and spin = 0.450 eV

Element x y z (Å)
O 2.926495 -1.350661 -2.850815
H 3.552992 -1.892534 -2.319642
H 3.186844 -0.419592 -2.667557
O -1.440661 2.002861 -0.517318
S 0.997174 -1.566394 1.666706
C -1.851156 1.076903 0.411797
C 0.440299 -0.016947 0.845402
C -1.019216 -0.180538 0.370049
H -1.698469 1.645381 -1.392617
H 0.544151 -1.363337 2.922111
H -1.739289 1.542970 1.409650
H -2.934235 0.995639 0.197808
H 0.470143 0.865367 1.513291
H 1.049318 0.217124 -0.048889
H -1.450978 -0.901810 1.090317
H -1.033412 -0.654432 -0.630293

Force components x, y, z for each atom (eV/Å):
0.875 0.422 0.743
-0.661 0.614 -0.544
-0.229 -1.021 -0.178
0.896 1.193 -2.158
0.505 0.357 -0.229
-0.847 -0.045 0.866
-0.751 0.667 -0.300
-0.451 -1.204 0.607
0.374 0.522 0.667
-0.056 0.254 -0.371
-0.114 -0.147 -0.357
0.245 -1.017 0.732
0.356 -0.600 -0.133
0.164 -0.389 0.794
-0.188 0.224 -0.552
-0.119 0.170 0.413

(10)
Computed, not measured: a cluster of 2 separate species, C3H10O2S2 in total in a non-equilibrium geometry, with ωB97M-V with the def2-TZVPD basis set.

## Properties
structure (SMILES) = OCCCSS.O
E_HOMO = -9.072 eV
gap between HOMO and LUMO = 9.26 eV
LUMO = 0.2 eV
charge = 0
DFT total energy = -1067.1113 hartree
energy above the lowest of the compared OMol25 structures with the same formula, charge and spin = 0.954 eV

Element x y z (Å)
C -0.314362 0.385900 -1.544173
C -1.299543 1.090433 -0.542466
O -0.725551 1.401048 0.740475
C 0.650897 -0.789273 -1.050487
S 2.203875 -0.172255 -0.228194
S 2.081707 0.638808 1.771333
H 0.252500 1.075624 -2.162721
H -0.939450 -0.161924 -2.265881
H -1.954357 1.824683 -1.022492
H -1.946642 0.247285 -0.201876
H 0.042184 1.995291 0.707846
H 1.104629 -1.235718 -1.947064
H 0.154781 -1.418827 -0.342059
H 2.110808 -0.596632 2.359108
H -1.175574 -1.198593 1.834164
H 0.194639 -1.268442 2.166711
O -0.440535 -1.817401 1.727777

Force components x, y, z for each atom (eV/Å):
-0.051 -0.910 -0.067
0.782 -2.949 0.843
-0.085 0.795 -0.581
-0.345 3.171 0.601
0.460 0.364 0.425
-0.208 -1.569 -1.163
0.245 0.290 0.179
-0.261 0.352 0.064
0.521 0.345 0.208
-0.084 0.649 -0.581
-0.433 -0.222 -0.355
-0.261 -0.250 0.464
-0.251 -0.811 -0.084
0.146 0.712 -0.026
-0.485 -0.342 -0.344
1.208 0.229 0.342
-0.899 0.146 0.076

(11)
Computed, not measured: a cluster of 2 separate species, C3H10O2S2 in total in a non-equilibrium geometry, with ωB97M-V with the def2-TZVPD basis set.

## Properties
structure (SMILES) = OCCCSS.O
E_HOMO = -8.544 eV
gap between HOMO and LUMO = 8.93 eV
LUMO = 0.4 eV
charge = 0
DFT total energy = -1067.0836 hartree
energy above the lowest of the compared OMol25 structures with the same formula, charge and spin = 1.707 eV

Element x y z (Å)
C 0.645292 0.811745 -1.012294
C 0.141695 -0.556511 -1.526469
O -1.203401 -0.728847 -1.281936
C 0.983107 0.643873 0.560395
S -0.162522 1.454480 1.687375
S -1.474793 2.567357 0.909606
H -0.144665 1.544849 -1.159639
H 1.616834 1.085026 -1.518572
H 0.141243 -0.590880 -2.660687
H 0.683219 -1.377513 -1.203795
H -1.413565 -1.102250 -0.481544
H 1.982018 1.099401 0.616933
H 1.071435 -0.425694 0.872488
H -2.632953 2.263317 0.299775
H -0.342651 -2.927743 1.829415
H -0.033995 -1.636947 2.423813
O 0.143701 -2.123665 1.645134

Force components x, y, z for each atom (eV/Å):
1.211 -1.817 1.237
-0.542 2.214 -2.881
-1.339 1.175 -2.352
0.603 0.145 -2.378
1.437 -3.003 2.290
-1.228 4.771 -1.529
0.232 0.164 -0.162
-1.217 -0.090 0.372
0.603 0.263 1.071
1.461 -1.483 0.905
-0.284 -1.327 3.093
-0.374 0.050 0.708
-0.226 1.042 -0.497
-0.140 -1.916 0.068
-0.030 -0.510 -0.284
-0.152 1.289 1.286
-0.016 -0.967 -0.947

(12)
Computed, not measured: a cluster of 2 separate species, C3H10O2S2 in total in a non-equilibrium geometry, with ωB97M-V with the def2-TZVPD basis set.

## Properties
spin multiplicity = 2
<S²> = 0.755
E_HOMO (alpha / beta) = -14.325 / -14.314 eV
gap between HOMO and LUMO (alpha / beta) = 9.51 / 5.70 eV
LUMO (alpha / beta) = -4.8 / -8.6 eV
charge = +1
DFT total energy = -1066.7743 hartree
energy above the lowest of the compared OMol25 structures with the same formula, charge and spin = 1.605 eV

Element x y z (Å)
C -0.870861 -1.016597 -0.378301
C 0.188841 -0.617234 -1.393177
O 1.358180 -0.252006 -0.812297
C -1.281642 0.109569 0.563540
S -1.505245 -0.447417 2.229451
S 0.342714 -0.589897 3.070953
H -0.427962 -1.813007 0.273567
H -1.700029 -1.657587 -0.957403
H 0.377193 -1.192305 -2.382364
H -0.299166 0.242818 -1.960496
H 1.822519 -1.059943 -0.629966
H -2.152253 0.531952 0.011554
H -0.499794 0.840198 0.272767
H 0.756364 0.714731 3.062628
H 1.349304 1.258816 -0.321680
H 1.157965 2.795211 -0.620421
O 1.383869 2.152705 -0.028359

Force components x, y, z for each atom (eV/Å):
-0.353 -5.169 -0.692
-2.722 1.069 -3.833
1.149 0.106 0.451
-0.033 1.421 -3.190
0.645 0.104 -0.130
-0.733 0.389 0.159
-0.061 0.260 -0.604
1.248 1.917 1.460
-0.541 -0.402 2.144
0.916 -0.062 0.991
0.830 -0.391 0.293
-0.258 -0.025 1.622
-0.143 0.272 1.697
-0.137 -0.286 -0.635
0.356 -0.687 -1.076
-0.838 2.179 -2.698
0.676 -0.695 4.040